C4H9NOS | ωB97M-V/def2-TZVPD

ΔE to the lowest compared entry with this formula, charge and spin = 1.390 eV
gap between HOMO and LUMO = 9.9 eV
structure (SMILES) = N[C@@H](C=O)CCS
LUMO = 0.671 eV
E_tot = -685.96787 hartree
E_HOMO = -0.33995 Ha
charge = 0

Last column: natural (NBO) charge in e.
Element x y z (Å)
H1 0.369 0.014 1.647  0.21
S1 2.343 -0.979 -0.743  -0.03
H2 -0.975 -0.820 0.850  0.21
H3 1.177 -2.139 0.927  0.23
H4 -2.069 -0.011 -1.064  0.37
O1 -2.089 2.194 0.597  -0.51
C1 0.016 -0.365 0.696  -0.42
H5 -0.789 -0.177 -2.108  0.37
H6 0.249 -2.132 -0.552  0.23
H7 2.955 -0.527 0.360  0.12
H8 -0.169 2.278 1.217  0.08
C2 -0.952 1.846 0.538  0.46
N1 -1.208 0.400 -1.399  -0.83
C3 -0.320 0.760 -0.320  -0.17
C4 0.861 -1.509 0.094  -0.54
H9 0.602 1.166 -0.740  0.22